This record from OMol25 describes a cluster of 4 separate species, C25H32N7O6 in total at a distorted geometry. The level of theory is the ωB97M-V functional and the def2-TZVPD basis.

Calculated values
- E_LUMO: -3.59 eV
- Maximum force: 2.45 eV Å⁻¹
- Charge: +1
- Gap between HOMO and LUMO: 8.389 eV
- Energy: -49145.69882 eV

Last column: Löwdin charge in e.
Positions of all 70 atoms, in Å:
O  -9.157  -4.228  -0.315  0.097
O  5.431  2.432  0.172  0.055
O  6.550  4.261  0.089  0.098
O  -1.508  1.849  -0.610  0.009
O  0.151  2.307  0.665  0.106
O  -7.809  -3.272  -1.691  0.079
N  3.545  -0.531  0.628  0.013
N  -0.514  2.514  -0.318  -0.326
N  -1.922  -2.418  -0.308  0.113
N  5.655  3.576  0.524  -0.351
N  -0.289  -2.615  -1.945  0.134
N  -1.699  -0.685  -1.869  0.205
N  -8.055  -3.880  -0.670  -0.355
C  3.129  5.261  3.451  -0.063
C  0.111  -3.684  0.165  -0.103
C  0.775  -2.775  -0.875  -0.306
C  4.159  6.017  2.906  -0.058
C  4.768  4.164  1.539  -0.150
C  -0.995  -2.845  0.799  -0.116
C  2.099  -3.238  -1.413  -0.146
C  -6.076  -5.219  2.196  -0.055
C  3.422  -1.265  -0.637  -0.289
C  -0.891  3.882  -2.324  -0.001
C  3.187  -2.762  -0.429  -0.175
C  3.743  3.397  2.065  -0.015
C  0.648  5.640  -2.880  -0.049
C  1.019  4.330  -0.901  0.010
C  -0.122  3.607  -1.206  -0.148
C  4.987  5.468  1.941  0.000
C  -4.588  -4.097  0.674  -0.076
C  -4.798  -4.804  1.852  -0.069
C  -6.919  -4.214  0.206  -0.142
C  -7.149  -4.923  1.369  0.009
C  2.921  3.955  3.029  -0.065
C  -0.498  4.909  -3.164  -0.054
C  -1.313  -1.896  -1.400  -0.345
C  1.403  5.352  -1.750  -0.047
C  -5.654  -3.800  -0.158  -0.005
H  2.788  -2.884  0.579  0.104
H  2.550  -0.857  -1.154  0.090
H  -0.392  -4.478  -0.382  0.133
H  -1.085  5.139  -4.042  0.114
H  2.293  5.925  -1.531  0.114
H  -3.594  -3.768  0.395  0.063
H  4.163  0.256  0.474  0.040
H  -0.556  -1.951  1.238  0.130
H  5.791  6.049  1.515  0.122
H  0.075  -2.137  -2.760  0.145
H  2.149  -4.315  -1.545  0.126
H  2.117  3.369  3.453  0.110
H  4.101  -3.331  -0.536  0.118
H  -8.148  -5.241  1.631  0.125
H  3.582  2.382  1.732  0.105
H  4.318  7.034  3.234  0.112
H  -1.782  3.311  -2.539  0.118
H  -6.240  -5.772  3.110  0.113
H  -1.981  -0.568  -2.826  0.129
H  4.265  -1.096  -1.307  0.119
H  2.337  -2.767  -2.367  0.120
H  1.600  4.102  -0.019  0.110
H  0.798  -4.088  0.898  0.129
H  0.884  -1.791  -0.414  0.134
H  0.955  6.438  -3.542  0.115
H  -5.501  -3.252  -1.077  0.116
H  -2.623  -1.764  0.027  0.150
H  -3.965  -5.033  2.504  0.105
H  -1.541  -3.364  1.578  0.118
H  -1.609  0.115  -1.247  0.074
H  4.014  -1.126  1.300  0.067
H  2.488  5.692  4.209  0.110



This record from OMol25 describes a structure of composition C25H33BaN2P at a distorted geometry. The level of theory is the ωB97M-V functional and the def2-TZVPD basis.

Calculated values
- E_LUMO: -0.11 eV
- Maximum force: 2.05 eV Å⁻¹
- Charge: 0
- Gap between HOMO and LUMO: 6.341 eV
- Energy above the lowest of the compared OMol25 structures with the same formula, charge and spin: 0.000 eV
- Energy: -39419.27241 eV

Last column: Löwdin charge in e.
Positions of all 62 atoms, in Å:
Ba  0.336  -0.403  0.749  1.753
P  2.696  -1.506  -0.687  0.688
N  -2.173  -1.848  -2.641  -0.274
N  -1.398  1.192  1.497  -0.201
C  2.693  -2.198  -2.386  -0.281
C  -0.976  -1.949  -3.486  -0.077
C  -2.779  -1.643  3.506  -0.083
C  -0.830  2.411  1.805  -0.360
C  -1.976  -1.034  -1.452  -0.255
C  0.122  3.088  0.980  -0.037
C  -1.572  0.222  2.534  -0.493
C  -0.629  4.145  3.480  -0.096
C  -0.469  1.061  -2.092  -0.313
C  4.036  -2.307  0.248  -0.311
C  -1.206  2.962  3.044  -0.054
C  1.982  1.007  -1.688  -0.390
C  0.683  4.288  1.439  -0.096
C  -0.511  0.008  3.470  -0.198
C  -0.279  2.031  -3.105  -0.051
C  1.038  2.446  -3.377  -0.093
C  -2.658  -0.682  2.493  -0.048
C  -0.643  -0.969  4.460  -0.115
C  -1.865  0.505  -1.762  -0.132
C  3.151  0.290  -0.956  -0.324
C  -1.777  -1.784  4.479  -0.115
C  -2.695  -3.164  -2.268  -0.106
C  2.181  1.970  -2.694  -0.060
C  0.308  4.807  2.683  -0.122
C  0.684  0.618  -1.460  -0.426
H  3.715  -2.155  -2.813  0.048
H  -0.646  -0.952  -3.807  0.087
H  -1.180  2.377  -3.667  0.115
H  -1.998  -3.774  -1.658  0.085
H  0.417  2.653  0.016  0.080
H  4.079  0.318  -1.557  0.086
H  3.742  -3.377  0.395  0.048
H  1.972  -1.634  -3.022  0.037
H  4.095  -1.832  1.261  0.045
H  -0.937  4.522  4.452  0.098
H  -2.328  1.039  -0.890  0.102
H  -3.611  -3.006  -1.683  0.084
H  -1.921  2.399  3.646  0.117
H  0.386  0.652  3.427  0.107
H  0.731  -2.300  2.317  0.019
H  1.187  3.174  -4.193  0.097
H  -3.662  -2.273  3.543  0.101
H  2.320  -3.247  -2.317  0.045
H  -2.519  0.717  -2.641  0.120
H  -1.064  -1.466  -0.989  0.025
H  -2.823  -1.182  -0.748  0.114
H  1.406  4.809  0.817  0.099
H  0.741  5.740  3.039  0.090
H  3.226  2.262  -2.951  0.110
H  3.367  0.714  0.055  0.080
H  0.157  -1.073  5.198  0.108
H  -0.111  -2.454  -3.000  0.072
H  -3.427  -0.542  1.725  0.111
H  -1.879  -2.538  5.260  0.098
H  4.991  -2.216  -0.308  0.044
H  -1.256  -2.554  -4.357  0.086
H  -2.926  -3.703  -3.190  0.081
H  0.282  -2.658  1.827  0.028



What is the formula in the second record? C25H33BaN2P



The highest gap between HOMO and LUMO belongs to which entry? C25H32N7O6